20
Properties=species:S:1:pos:R:3 method="wB97M-V/def2-TZVPD" smiles=CC(C)(C)[C@@H]1O[C@@H]1O lumo_ha=0.030 e_tot_ha=-386.25321 homo_lumo_gap_ev=10.525 homo_ev=-9.70 largest_force_ev_per_a=2.00 e_above_lowest_kcal_mol=42.0
C 0.502 0.009 0.011
C -2.084 0.267 -0.638
C 0.189 -0.438 1.443
C 1.656 1.018 0.049
C 0.879 -1.200 -0.850
C -0.683 0.716 -0.656
O -2.607 -0.666 0.185
O -1.585 1.479 0.101
H -2.295 -0.434 1.080
H -2.711 0.404 -1.516
H -0.390 1.193 -1.595
H 1.115 -0.666 1.968
H -0.319 0.359 1.985
H 1.156 -0.886 -1.856
H 1.901 1.367 -0.954
H 2.547 0.559 0.474
H 1.375 1.880 0.652
H -0.416 -1.344 1.455
H 0.043 -1.895 -0.927
H 1.728 -1.722 -0.412